# 1
C6H9N2O3 | the ωB97M-V functional and the def2-TZVPD basis

Computed properties:
Charge: -1
HOMO (Eh): -0.151

Element x y z (Å)
O  -2.6149  -1.3298  -1.8515
O  1.9954  -1.8592  0.3506
O  -0.4040  -2.9830  -3.2351
N  0.5551  -2.4127  -1.3305
N  -0.0740  -0.8848  0.2524
C  0.8817  -1.6641  -0.1603
C  -2.0429  -0.0230  -2.1258
C  -0.4935  -2.4802  -2.1189
C  0.1871  -0.2759  1.5760
C  -1.9124  -2.3460  -1.7340
C  1.3165  0.7019  1.5695
H  -0.6073  0.2895  1.9032
H  1.4602  1.3560  2.4755
H  -1.3200  -0.0119  -1.3324
H  -2.6419  0.8159  -1.9713
H  -1.6523  0.1302  -3.1145
H  2.2042  0.2234  1.3980
H  0.4759  -0.9944  2.2585
H  1.4536  -2.8606  -1.8669
H  1.2585  1.3372  0.7421

---

# 2
C3H4N4 | the ωB97M-V functional and the def2-TZVPD basis

Computed properties:
SMILES: [H]/N=C1/CN=CN=N1
HOMO (Eh): -0.343

Element x y z (Å)
N  1.4237  0.0393  -0.5047
N  1.4721  0.9989  0.2897
N  -0.2635  -1.0053  -1.8158
N  -0.7458  0.6395  1.2139
C  0.2747  1.3659  1.0163
C  -0.7848  -0.6040  0.4543
C  0.1414  -0.5693  -0.7006
H  0.3671  2.3334  1.5071
H  -0.6167  -1.4442  1.1406
H  0.4585  -0.9494  -2.5310
H  -1.7267  -0.8047  -0.0698

---

# 3
C22H23BCl48I2OSi | the ωB97M-V functional and the def2-TZVPD basis

Computed properties:
HOMO (Eh): -0.327

Element x y z (Å)
I  0.8327  -0.6100  1.3290
I  0.0216  3.9281  -0.7821
Cl  0.2906  -5.0752  5.3050
Cl  1.8423  6.4182  -2.7862
Cl  -0.1791  -6.6732  2.9626
Cl  -5.2641  -5.4551  0.4994
Cl  1.9127  7.9610  0.2131
Cl  1.2138  9.8501  -1.8634
Cl  3.3705  -3.1405  -8.4082
Cl  -2.6945  1.6301  7.1604
Cl  -1.8954  -7.5788  -5.7082
Cl  -3.8058  -6.2735  -7.4315
Cl  7.6910  8.7495  -4.0227
Cl  7.4020  10.5358  -1.7767
Cl  1.0544  -2.3017  -6.9293
Cl  -0.2496  1.6666  5.6291
Cl  7.7706  3.2292  11.7479
Cl  6.6938  -8.0972  -8.5540
Cl  5.4883  10.6066  -3.9287
Cl  -4.0665  -7.8991  1.4617
Cl  -0.1659  1.1262  8.4578
Cl  -0.4688  -3.3056  -3.9792
Cl  -0.8053  3.7774  7.5101
Cl  2.3684  6.2507  -5.6136
Cl  3.3530  4.2728  10.0985
Cl  2.6861  -0.3379  -8.2688
Cl  5.3024  2.3701  9.1475
Cl  8.1722  11.5737  -4.3559
Cl  5.2070  -7.1949  -10.8549
Cl  1.0524  4.0635  -4.2365
Cl  2.7352  1.4530  10.0958
Cl  1.0527  -2.1482  -9.8099
Cl  1.6678  -1.3434  -3.8734
Cl  5.2584  1.9572  12.3956
Cl  5.3762  -5.5329  -8.5055
Cl  -0.3381  6.5512  -4.6650
Cl  -2.6256  -6.2164  -0.3877
Cl  0.4251  -7.9547  5.4751
Cl  3.8146  -7.9535  -8.4460
Cl  3.8365  9.9140  -0.6750
Cl  2.2915  -4.1542  -4.0805
Cl  1.5343  10.7467  0.8551
Cl  7.5651  1.5421  14.0759
Cl  -1.1243  -5.2408  -7.2062
Cl  2.9373  2.8982  7.5982
Cl  1.1891  -3.1311  -1.6358
Cl  2.4803  -6.4924  4.0739
Cl  -3.0326  -5.3527  2.3273
Cl  -2.9549  -4.9972  -4.9896
Cl  6.2517  4.1104  14.0331
Si  -1.6315  -0.9673  1.2760
O  -1.2806  -1.1993  4.2251
C  -3.7503  -6.2325  0.9769
C  2.0410  -1.9759  -8.3542
C  -2.5113  0.5044  0.4764
C  -2.4420  -6.0228  -6.3386
C  7.1885  10.3666  -3.5238
C  6.7096  2.7079  13.0617
C  -3.7110  -0.7853  3.6390
C  0.7567  -6.5512  4.4547
C  5.2737  -7.1972  -9.0911
C  -0.9792  2.0512  7.1975
C  2.1244  9.6181  -0.3686
C  3.5804  2.7504  9.2340
C  1.2329  5.8167  -4.3309
C  -2.2919  -2.4703  -1.1020
C  -1.9443  -2.5988  0.4009
C  -1.5121  2.7463  0.1280
C  1.1695  -2.9705  -3.3948
C  -5.3918  1.1877  -1.9544
C  -3.8082  -2.2811  -1.3626
C  -5.4613  -0.3401  -1.7473
C  -1.6974  1.3725  -0.5175
C  -4.2009  -1.0787  -2.2460
B  -2.2125  -1.0022  3.2095
H  -2.2198  1.5140  -1.4632
H  -4.4400  -1.4672  -3.2386
H  -4.4267  -0.9092  2.8274
H  -3.9336  -1.4322  4.4877
H  -1.6962  -1.6987  -1.5912
H  -4.4043  1.5788  -1.7298
H  -0.8133  -0.3623  4.3711
H  -2.7377  -3.1935  0.8472
H  -3.4552  0.1467  0.0618
H  -0.7366  0.9246  -0.7645
H  -1.0328  -3.1963  0.4726
H  -2.7926  1.1517  1.3101
H  -2.4525  3.2874  0.0913
H  -1.2039  2.6106  1.1600
H  -6.3505  -0.6894  -2.2675
H  -5.6571  1.4143  -2.9864
H  -3.3714  -0.3876  -2.3946
H  -2.0185  -3.4237  -1.5532
H  -4.3387  -2.2548  -0.4096
H  -6.1266  1.6645  -1.3070
H  -5.5724  -0.5151  -0.6763
H  -4.1576  -3.1805  -1.8719
H  -3.7837  0.2475  3.9990

---

# 4
C2H6O2 | the ωB97M-V functional and the def2-TZVPD basis

Computed properties:
HOMO (Eh): -0.339

Element x y z (Å)
O  1.6499  0.9359  0.0303
O  1.2981  -0.4454  -0.1534
C  -1.0337  0.3109  -0.2554
C  -0.0668  -0.7300  0.1587
H  -0.7391  0.6885  -1.1529
H  2.5231  0.9600  -0.4901
H  -0.1927  -1.0464  1.6655
H  -2.0940  0.0462  -0.2331
H  -0.4031  -1.7999  -0.0585
H  -0.9417  1.0803  0.4889

---

# 5
C26H92B5N14NiO9V | the ωB97M-V functional and the def2-TZVPD basis

Computed properties:
<S²>: 8.760
Charge: -1
2S+1: 6
HOMO (alpha / beta) (Eh): -0.229 / -0.237

Element x y z (Å)
Ni  0.3130  0.9790  -0.6130
V  0.8874  3.4888  -3.7589
O  -2.8928  -1.2142  2.7603
O  -0.3958  -6.2689  -1.4800
O  -3.7563  0.0862  -4.9728
O  2.1501  -0.8193  -3.1721
O  2.8318  6.9096  2.4227
O  3.7695  4.1686  2.6831
O  -1.0358  4.5459  -4.1977
O  -0.2873  3.5422  3.0323
O  2.8882  -4.9763  0.5242
N  1.5404  -3.1768  0.6920
N  -2.8176  0.5916  -2.9827
N  -2.6500  -2.2711  3.7123
N  3.2123  2.0150  2.8778
N  1.5042  7.3285  0.6672
N  3.4477  -2.9485  1.2661
N  -2.9847  5.6870  -3.8424
N  0.1633  2.8621  0.2063
N  3.7032  2.5783  1.0004
N  1.2682  5.5990  1.7599
N  4.1641  0.7012  -2.1291
N  -1.6449  -0.2353  -4.6463
N  -2.9915  3.5126  -3.9447
N  -1.1931  -3.0092  -2.9708
C  4.5965  -0.6793  -2.4277
C  -2.4281  3.1350  -0.1567
C  3.5067  3.0404  2.1690
C  -1.3499  3.0307  2.2475
C  2.6534  -3.8122  0.8260
C  -3.2776  -3.5065  3.2826
C  -2.6819  -1.6715  5.0566
C  1.9186  6.6378  1.6487
C  3.2610  -1.5296  -2.5621
C  1.8455  -0.9526  -4.5427
C  -4.8538  -3.7735  3.5987
C  -0.7597  -4.4614  -2.9785
C  5.5536  -1.1063  -1.3008
C  -2.8910  -3.8463  1.7894
C  -1.6603  -0.4555  5.1478
C  0.0587  -6.8561  -0.2110
C  0.0899  2.7099  4.1267
C  -4.0519  -1.3022  5.5796
C  -2.2227  4.5670  -3.8817
C  -0.2303  -4.8538  -1.5777
C  -2.8048  0.1673  -4.2252
C  0.3145  -4.6049  -4.0464
C  -1.1696  3.3084  0.7107
C  -2.0097  -2.8206  5.8913
C  -2.3906  -4.2316  5.6922
C  -2.5067  -4.5861  4.1725
B  0.0980  1.6269  -2.5349
B  -1.1545  -0.3237  -0.0319
B  2.1917  0.1570  0.3541
B  2.9241  2.3953  -4.3581
B  1.0858  4.5703  -1.8137
H  -5.5296  -2.9768  3.2879
H  -1.5859  0.0608  -0.9431
H  -5.1791  -4.6249  3.0007
H  -3.0509  -4.9168  1.6610
H  5.0447  -1.1589  -0.3383
H  -3.3296  3.5372  0.3054
H  1.2033  -0.0783  -4.6481
H  0.0099  -4.3762  -5.0677
H  -2.0796  -1.2017  2.2504
H  1.2339  -4.0413  -3.8881
H  2.9906  -1.7550  -1.5305
H  3.0805  -2.0079  1.2409
H  0.7992  5.4107  0.8854
H  0.7328  3.4177  0.8284
H  -1.8291  -3.6004  1.7923
H  -1.5780  0.0569  6.1063
H  3.1830  1.7266  0.8451
H  5.0671  -0.7513  -3.4082
H  -2.0335  0.5979  -2.3461
H  0.7386  -3.6945  0.3614
H  0.0498  0.5525  -2.4477
H  -2.3125  3.6451  -1.1130
H  -4.5904  -0.7806  4.7884
H  1.4774  -2.1697  0.7352
H  5.9784  -2.0762  -1.5594
H  -0.1788  -0.7351  -0.2392
H  -0.5488  -2.4013  -2.4856
H  3.5299  1.5026  -4.3400
H  1.1797  2.7011  4.1428
H  -2.2683  -2.6049  6.9280
H  -2.2653  3.4831  2.6289
H  3.1754  0.0733  0.7894
H  -0.7079  -6.6245  0.5286
H  -0.1338  1.6436  4.0930
H  -0.2966  3.0396  5.0911
H  -1.5502  -0.9373  -5.3662
H  2.8845  2.7378  -3.3357
H  3.4375  -2.4572  -3.1066
H  4.3595  3.0946  0.4323
H  3.7197  0.6645  -1.2228
H  3.3109  0.7343  -2.6685
H  0.1016  4.1641  -1.9888
H  -0.6418  1.9811  -1.8339
H  6.2797  -0.3052  -1.1626
H  -5.0233  -4.0784  4.6313
H  0.3328  3.4506  -0.5969
H  -4.0467  -0.6513  6.4539
H  -0.9286  -2.6822  5.8736
H  1.0681  5.1149  -0.8824
H  -3.7440  0.8616  -2.6846
H  3.2002  3.1267  -5.1016
H  -3.1258  -5.4755  4.2892
H  0.5687  -5.6545  -4.1944
H  0.7945  -4.4827  -1.5878
H  -3.9813  5.5237  -3.8596
H  0.1240  -7.9367  -0.3379
H  -1.4812  -4.8506  3.9145
H  -0.6619  -0.5737  4.7266
H  1.2453  4.9612  2.5427
H  1.9349  2.0099  -4.5513
H  -2.5170  2.6525  -4.1796
H  3.1911  1.0873  2.4791
H  -2.6171  6.5191  -4.2811
H  -1.6914  -1.1216  0.4575
H  1.1042  1.9382  -2.3003
H  -1.0402  4.3894  0.6575
H  -1.9876  -3.0425  -2.3481
H  1.3549  5.2445  -2.6121
H  -3.9695  3.6021  -4.1807
H  1.7965  3.7587  -1.7957
H  -1.3946  1.9628  2.4610
H  -3.2928  -4.4862  6.2484
H  -0.7360  -0.0335  -4.2547
H  1.4444  0.5504  1.0258
H  2.2451  0.8488  -0.4722
H  1.7549  -0.7985  0.1082
H  -4.6403  -2.1701  5.8773
H  -1.6447  -4.8505  6.1908
H  4.4236  -3.1720  1.1331
H  -2.0895  0.3279  4.5232
H  2.6856  -0.6746  -5.1791
H  -0.8955  -4.5507  -0.7691
H  -2.5636  2.0755  -0.3740
H  1.0441  -6.4741  0.0558
H  3.1635  2.0428  3.8862
H  0.7867  7.1140  -0.0105
H  2.0778  8.1530  0.5607
H  1.3686  -1.8899  -4.8294
H  -0.1623  1.8734  -3.5525
H  -3.4717  -3.1900  1.1411
H  -1.0844  0.5283  0.6264
H  -1.6444  -5.0748  -3.1492

---

# 6
C2H2N2O | the ωB97M-V functional and the def2-TZVPD basis

Computed properties:
HOMO (alpha / beta) (Eh): -0.351 / -0.351

Element x y z (Å)
O  -1.2201  -1.0705  -0.1670
N  0.4230  0.9734  0.8519
N  -0.4664  0.6586  1.5875
C  -0.2066  -0.7055  -0.7648
C  0.8542  -0.0370  -0.9840
H  -1.1924  -0.0275  0.8282
H  1.8084  0.2086  -1.3518

---

| no. | E (eV) |
| --- | --- |
| 1 | -15488.4294 |
| 2 | -9133.6319 |
| 3 | -651064.5960 |
| 4 | -6261.1509 |
| 5 | -137842.0860 |
| 6 | -7129.8179 |